Entry 1:
Here is 7 unconnected molecules or ions with the total composition C11H36O7 in a non-equilibrium geometry from OMol25. Energies are from ωB97M-V/def2-TZVPD.

XYZ file:
```
54
Properties=species:S:1:pos:R:3:lowdin_charge:R:1
H 14.3106 12.0052 6.5626 0.089
H 8.0581 14.6210 11.7576 0.057
H 9.0617 14.0657 7.2946 0.065
O 10.1474 15.2665 10.0404 -0.098
H 9.0192 13.5421 12.7756 0.055
H 10.7003 10.7509 11.6298 0.100
O 12.2343 11.8436 12.7454 -0.098
H 11.8513 5.7025 7.8696 0.114
O 10.5235 7.0355 6.7932 -0.102
H 12.3414 12.4251 11.9732 0.063
O 5.2803 9.9518 6.7326 -0.082
C 12.5840 9.8074 11.2945 -0.087
H 5.3739 12.0678 8.5478 0.079
H 13.1913 13.9837 6.6369 0.108
C 9.0261 14.4364 12.1789 -0.057
O 8.4760 14.7927 7.7054 -0.183
C 8.3568 15.8749 6.8109 -0.175
C 5.1425 11.3903 6.5121 -0.296
H 9.3142 16.2139 6.4165 0.066
H 9.5507 15.1218 9.2737 0.050
H 5.0663 9.7228 7.6233 0.052
C 5.7889 12.3070 7.5526 -0.084
H 11.6333 6.9107 9.9623 0.058
H 11.0930 14.3290 11.5871 0.088
H 4.1229 11.7097 6.3711 0.095
C 10.1484 14.2824 11.0652 -0.294
H 13.5394 9.5688 11.7768 0.074
H 11.3661 10.0543 13.1191 0.111
H 12.0517 8.8736 11.1897 0.035
H 5.5880 13.3625 7.3371 0.075
H 10.6409 8.1260 9.3084 0.048
O 10.1752 12.8338 6.9096 -0.149
H 10.0780 13.2974 10.6082 0.081
H 10.2774 10.6874 7.2837 0.084
H 10.7866 11.8201 8.6721 0.086
H 12.8124 10.2528 10.3029 0.074
H 11.0892 13.0773 6.6248 0.057
H 13.7060 11.9161 4.9205 0.087
H 5.6504 11.5006 5.5627 0.104
O 12.7799 13.3668 6.0153 -0.117
H 12.8192 11.2688 6.2630 0.059
C 13.4044 12.1000 5.9530 -0.136
C 10.1476 11.6706 7.7593 -0.116
H 12.2945 7.4209 7.7736 0.114
H 8.0566 16.7950 7.3759 0.089
C 11.6267 10.6247 12.2181 -0.282
H 6.8827 12.1434 7.4984 0.060
C 11.4228 6.7331 7.8986 -0.311
C 10.8319 7.0713 9.2574 -0.111
H 9.8743 6.5068 9.5159 0.103
H 9.2398 15.2833 12.8163 0.062
H 9.1437 11.6660 8.1305 0.056
H 7.6736 15.6633 5.9169 0.097
H 9.6422 6.6920 7.0424 0.084
```

- net charge = 0
- multiplicity = 1
- orbital gap (eV) = 10.0
- SMILES = CCO.CCO.CCO.CCO.CO.CO.CO

Entry 2:
Here is 8 unconnected molecules or ions with the total composition C11H38N10O8 in a non-equilibrium geometry from OMol25. Energies are from ωB97M-V/def2-TZVPD.

XYZ file:
```
67
Properties=species:S:1:pos:R:3:lowdin_charge:R:1
O 0.9916 2.0136 5.1041 0.026
N -1.6018 1.5393 -3.4871 0.157
H 0.1514 -0.2354 -0.4352 -0.013
H -0.7800 1.8866 -3.9478 0.093
H -1.9457 -2.1652 0.5008 0.079
H 2.9050 1.2149 3.8769 0.105
O -0.4024 -0.0949 -2.3614 -0.001
N -2.5337 0.3927 -1.7580 0.172
C -3.1346 3.4866 0.3268 -0.441
N -0.1654 1.1446 3.2993 0.182
H -2.5577 -0.4751 -1.2407 0.070
H 2.5921 0.4363 -1.0836 0.123
H -5.1058 -3.9132 0.4278 0.085
O -1.7370 -4.4301 -1.4592 0.002
O -4.8896 -1.7103 1.5146 0.038
H 2.3412 2.8020 -2.0310 0.057
C -4.0392 -2.3260 0.9304 -0.660
H 3.5335 3.4517 -0.8954 0.096
N 0.5242 -3.8322 -1.5217 0.154
C 3.3470 1.2101 -0.8571 -0.453
H 3.2694 -4.4295 1.0875 0.099
O 2.3620 -2.4367 0.4623 0.035
N -0.6473 -4.1863 -3.4642 0.130
C 3.2820 -2.4583 1.2239 -0.618
O 0.3736 -0.3548 0.4965 -0.086
N 2.0894 1.2023 3.2786 0.133
H -1.5054 2.4279 -0.3938 0.048
H -1.3574 4.0618 -0.8345 0.088
H -1.4993 -4.5018 -3.9374 0.112
H 4.5949 -4.0111 2.1198 0.093
C -1.6622 3.4188 -0.0015 -0.061
N 3.9250 -3.7153 1.4153 0.126
H 5.3453 0.4048 -1.3791 0.078
O -3.7504 3.1384 -0.9910 -0.096
N -2.7992 -1.6606 0.7317 0.130
H 5.0631 1.9738 -2.0791 0.080
H -1.0272 3.5266 0.8877 0.086
H 2.0697 0.3177 2.7588 0.079
H -2.4724 2.0296 -3.6085 0.094
H 1.9123 2.8581 -0.3942 0.060
H -3.4083 4.5292 0.5751 0.141
H 3.8092 -0.5258 1.5221 0.044
H -4.6318 2.2883 1.5080 0.091
C 0.9552 1.5353 3.9713 -0.664
C 4.5572 1.0398 -1.7985 -0.047
H -3.1598 1.5089 1.2239 0.073
H 0.5840 -3.6393 -0.5344 0.067
H -3.2250 1.0908 -1.5081 0.078
H 4.2630 0.5096 -2.6661 0.057
H 4.6825 -1.6174 2.4907 0.101
N -4.1727 -3.6339 0.5590 0.176
C -0.7203 -4.1359 -2.0972 -0.630
O 3.7479 1.1282 0.4761 -0.088
H 1.1641 -3.2879 -2.0942 0.098
C -3.5651 2.5198 1.3774 -0.061
H 0.9880 -1.1357 0.4614 0.012
N 3.8931 -1.4362 1.9079 0.182
H 3.0780 1.5814 1.0249 0.073
H -2.7070 -1.1820 1.6096 0.083
C -1.4187 0.5700 -2.5053 -0.667
H -4.5811 3.5877 -1.1227 0.076
H 0.0268 0.8859 2.3706 0.039
H -3.4755 -4.1297 0.0182 0.068
H -0.3521 -3.3046 -3.8348 0.086
H -3.1632 2.9528 2.3026 0.084
H -0.9771 1.6302 3.5383 0.079
C 2.7495 2.6690 -1.0571 -0.036
```

- net charge = 0
- multiplicity = 1
- orbital gap (eV) = 10.2
- SMILES = NC(N)=O.NC(N)=O.NC(N)=O.NC(N)=O.NC(N)=O.CC(C)O.CC(C)O.O

Entry 3:
Here is 7 unconnected molecules or ions with the total composition C11H38N2O7 in a non-equilibrium geometry from OMol25. Energies are from ωB97M-V/def2-TZVPD.

XYZ file:
```
58
Properties=species:S:1:pos:R:3:lowdin_charge:R:1
H -0.3635 -5.7639 -0.2386 0.063
H -0.4917 -7.3648 -0.9455 0.073
H -0.6181 1.0474 2.1088 0.060
H -3.0242 -2.2143 -1.0061 0.091
O -1.8496 -3.9005 -0.6747 -0.195
O -1.3254 2.4484 -2.6002 -0.131
H 0.6567 -6.2824 -1.6029 0.080
C -1.4104 -5.7518 -2.1227 -0.436
H -1.7282 -5.5945 -4.1379 0.065
N -1.0913 -6.0931 -3.5214 0.026
H -1.2439 -1.9493 -1.0161 0.080
H -2.0070 3.6732 -1.0256 0.071
H 3.6925 2.8548 -0.1368 0.084
O 0.7316 -0.3753 2.8759 -0.114
H 0.4656 4.0460 1.2071 0.129
C 2.4137 4.9764 1.2034 -0.438
H -0.8838 0.5448 3.7638 0.089
H -0.6846 -3.7471 -2.3667 0.134
N 2.0542 6.3009 0.6669 0.029
H 0.0525 -0.1031 -0.4230 0.042
H 1.2130 6.6596 1.1083 0.071
H -0.9960 1.8444 -1.9142 0.020
H 1.7668 -3.3289 1.4166 0.083
H 2.4246 2.1773 -1.1579 0.098
H 3.1394 1.2154 0.1133 0.096
O 1.1433 -1.6905 0.4216 -0.153
H -2.3707 -3.9044 -2.7023 0.126
C 2.4289 4.9787 2.7238 -0.059
C -2.2724 3.3187 -2.0277 -0.182
O -0.3247 0.7931 -0.5059 -0.055
H 2.7969 6.9506 0.8983 0.069
H 1.2459 4.2172 -0.3982 0.128
H 3.1710 5.6889 3.0836 0.075
H 0.9367 -3.6490 -0.1133 0.070
H 0.3964 1.6596 3.4119 0.076
H 1.4187 5.2579 3.0360 0.079
C -0.3527 -6.3068 -1.1840 -0.063
C 2.8007 2.2229 -0.1292 -0.104
H -2.0260 -2.2959 0.5068 0.088
H -3.2639 2.8683 -1.9317 0.071
O -3.0513 0.5662 0.6572 -0.070
H 2.5983 3.9849 3.1474 0.076
O 1.8213 2.6117 0.8012 -0.213
H -2.1922 0.6307 0.2062 -0.011
H -2.3601 -6.2400 -1.8664 0.136
H -3.6402 0.1799 0.0004 0.030
H -2.3278 4.1993 -2.6653 0.074
H -1.2720 -7.0750 -3.6932 0.070
C -2.0713 -2.5031 -0.5602 -0.108
H 3.3771 4.7666 0.7316 0.128
C 0.9103 -3.0538 0.7931 -0.137
H 0.5553 -0.9349 3.6338 0.090
C 1.4025 3.9550 0.6535 -0.200
C -0.1062 0.7689 3.0271 -0.120
C -1.5934 -4.2564 -2.0110 -0.233
H 1.0081 -1.1385 1.2142 0.033
H 0.3220 1.3800 -0.0819 0.038
H -0.0012 -3.2707 1.3490 0.077
```

- net charge = 0
- multiplicity = 1
- orbital gap (eV) = 9.9
- SMILES = COC[C@H](C)N.COC[C@H](C)N.CO.CO.CO.O.O

Entry 4:
Here is 9 unconnected molecules or ions with the total composition C11H40N6O13 in a non-equilibrium geometry from OMol25. Energies are from ωB97M-V/def2-TZVPD.

XYZ file:
```
70
Properties=species:S:1:pos:R:3:lowdin_charge:R:1
H -1.0209 4.7843 3.2468 0.120
H -2.3182 1.4884 -0.8761 0.105
H 0.6514 4.0530 -0.6275 0.021
H 1.6359 -0.1296 -2.0413 0.013
O -2.1572 0.8335 1.7013 -0.109
H -1.6742 5.6639 1.8739 0.125
H 0.9973 -3.6334 4.9037 0.114
C -3.4036 0.8254 0.9458 -0.159
H 3.3345 -4.3817 -3.5110 0.118
N 0.5373 -0.3586 1.2032 0.241
H 1.3581 4.9102 0.4009 0.079
H -2.7456 3.3266 0.1916 0.043
O -3.0142 -2.3524 -0.8193 -0.011
H -3.8387 4.5158 2.3254 0.114
H 1.6238 2.5449 -4.2898 0.119
O 2.5861 -2.8423 -0.5537 -0.111
H -0.1001 1.7599 0.6960 0.085
H -4.2794 3.2790 3.8258 0.082
H -1.0209 -4.6748 -1.5913 0.104
N -1.9448 -4.2706 -1.6475 0.161
H -0.2031 -4.8272 4.3922 0.126
N 0.4743 -4.1082 4.1818 0.179
H 2.3663 -1.9311 -0.3464 0.008
C -1.7592 4.7402 2.4462 -0.180
O -1.5061 3.5577 1.6413 -0.120
O 0.3335 -4.8242 2.1404 0.085
H 2.1336 -2.7913 3.3530 0.113
C 3.1274 -4.3344 -2.4419 -0.228
C 2.9022 -2.9185 -1.9781 -0.199
H 1.0466 -1.1358 1.5990 0.116
H -0.1919 0.5804 -4.0114 0.125
O 2.1132 -0.1478 -0.3019 0.021
O 4.3066 -4.9246 -1.8391 -0.066
O -3.5682 2.9781 -0.1597 -0.060
H 2.2732 -5.0115 -2.4316 0.109
H -2.8176 -4.6926 -1.9307 0.116
H 1.2010 2.0755 -0.4394 0.086
H -4.3136 1.1095 1.4742 0.118
H 3.8083 0.0161 -1.3391 -0.009
H 2.0952 -3.3274 1.6522 0.095
H 3.8433 -2.3783 -2.0805 0.119
C 1.1531 0.2189 0.3281 -0.762
H -4.0164 1.2241 -1.0695 0.118
H -3.2936 5.6138 3.6808 0.118
H -0.3667 -0.0225 1.5029 0.107
H 4.0749 -5.1906 -0.9463 0.075
O -3.3771 3.5578 3.9985 -0.062
C -3.1319 4.6823 3.1383 -0.218
C 0.7990 -4.1112 2.9331 -0.867
H 0.0019 2.8089 -3.7297 0.105
C -2.0661 -3.1576 -0.9203 -0.713
H -3.4625 -0.2206 0.6449 0.092
C 0.9582 2.3704 -3.4445 -0.165
H -2.1249 1.7399 2.0158 0.037
O 4.2736 0.4296 -2.0662 -0.054
N 1.6797 -3.2366 2.5683 0.173
N 0.6430 1.4275 0.0982 0.201
H -0.0811 0.9978 -2.2612 0.092
H -0.1835 -3.5965 -0.1981 0.090
C -3.2804 1.6582 -0.3928 -0.257
O 1.5273 -0.0371 -2.9906 -0.082
H 2.1171 -2.3997 -2.5281 0.109
H 1.9659 3.9409 -2.5581 0.092
H -1.0079 -2.0212 0.1637 0.091
C 0.4629 0.8999 -3.2007 -0.188
H 3.6000 0.9266 -2.5305 0.006
O 1.4248 3.1859 -2.3157 -0.112
N -0.9637 -2.9553 -0.2179 0.168
O 0.5617 4.3981 0.2608 -0.014
H -0.7588 3.8219 1.0997 0.011
```

- net charge = 0
- multiplicity = 1
- orbital gap (eV) = 9.3
- SMILES = NC(N)=O.NC(N)=O.NC(N)=O.OCCO.OCCO.OCCO.OCCO.O.O

Number 1: LUMO energy 0.0122 Eh. Number 2: LUMO energy 0.0152 Eh. Number 3: LUMO energy 0.0205 Eh. Number 4: LUMO energy -0.0040 Eh.